A | The following is a quantum chemistry calculation of one molecule with the formula CH4NOP, from the OMol25 dataset.

Structure (XYZ):
```
8
Properties=species:S:1:pos:R:3:mulliken_charge:R:1
O 0.14 1.98 -0.81 -0.320
N -0.58 1.01 -0.48 -0.088
C -0.32 0.37 0.75 -0.391
P 0.24 -1.52 -0.15 -0.046
H -1.21 0.11 1.36 0.340
H 0.56 0.63 1.45 0.331
H 1.45 -1.07 -0.59 0.069
H -0.29 -1.52 -1.53 0.105
```

Properties
SMILES string: O=NCP
LUMO level in eV: -0.439

B | The following is a quantum chemistry calculation of a 2-piece molecular cluster, CH4NOP overall, from the OMol25 dataset.

Structure (XYZ):
```
8
Properties=species:S:1:pos:R:3:mulliken_charge:R:1
C -1.08 -0.65 -0.33 -0.317
N -1.98 -0.25 0.22 0.533
O -2.81 0.19 0.95 -0.607
H -0.48 -1.20 -1.13 0.361
P 1.70 0.73 0.53 -0.049
H 0.57 1.11 -0.41 0.037
H 2.45 0.64 -0.53 0.023
H 1.63 -0.57 0.70 0.019
```

Properties
SMILES string: C#[N+][O-].P
LUMO level in eV: 0.779

If we sort the structures by their calculated energies, the order from most to least stable is A, B.